(1)
Formula: C8H9OPS
Source: the Open Molecules 2025 dataset
Level of theory: ωB97M-V with the def2-TZVPD basis set

```
20
Properties=species:S:1:pos:R:3:lowdin_charge:R:1
C 3.150 0.014 0.787 -0.0797
C 2.273 -0.973 0.462 -0.1169
C 2.846 1.371 0.341 -0.0798
C 1.046 -0.723 -0.131 -0.0806
C 1.581 1.645 -0.112 -0.1359
C 0.673 0.589 -0.425 -0.4799
C -2.805 -0.742 -0.989 -0.2877
C -2.899 -0.416 0.506 -0.7660
O -1.371 -0.445 -1.425 -0.4936
P -0.915 1.068 -0.916 1.0241
S -4.465 0.266 0.887 0.6292
H 4.180 -0.106 1.340 0.1393
H 2.561 -2.003 0.683 0.1070
H 3.587 2.066 0.645 0.0828
H 0.204 -1.387 -0.341 0.1013
H 1.340 2.641 -0.557 0.1043
H -2.708 -1.861 -1.196 0.1402
H -3.532 -0.144 -1.510 0.0695
H -2.573 -1.301 1.245 0.1243
H -2.174 0.440 0.707 -0.0019
```

Results
- M (g/mol) = 184.20
- HOMO-LUMO gap (spin up / spin down) (eV) = 5.2 / 8.2
- multiplicity = 1
- energy relative to the best compared isomer or geometry (same formula, charge and spin) (kJ/mol) = 185.04


(2)
Formula: C8HCl5InN9Se3Te
Source: the Open Molecules 2025 dataset
Level of theory: ωB97M-V with the def2-TZVPD basis set

```
28
Properties=species:S:1:pos:R:3:lowdin_charge:R:1
In 0.447 -1.347 -0.601 0.1186
Se -1.121 -2.023 -2.735 -0.0715
Se -0.544 -4.212 -3.341 -0.2955
Te 0.203 -5.093 -1.112 0.1812
Se 2.053 -3.464 -0.733 -0.1527
N 0.656 -0.074 2.690 0.1340
C 1.835 0.032 1.965 -0.4867
N 2.948 0.529 2.471 0.0101
N 3.822 0.488 1.439 -0.1142
N 3.267 -0.011 0.393 -0.0804
N 1.979 -0.305 0.688 -0.0778
C -0.260 -1.104 2.507 -0.5044
N -1.050 -1.519 3.476 0.0142
N -1.803 -2.485 2.894 -0.1059
N -1.482 -2.629 1.661 -0.0683
N -0.477 -1.767 1.375 -0.0854
H 0.772 0.168 3.661 0.1226
Cl -2.749 0.247 0.381 0.6910
C -1.710 1.211 -0.623 -0.6862
C -0.491 0.697 -1.036 -0.3082
C 0.263 1.513 -1.869 -0.6950
Cl 1.775 0.890 -2.467 0.6786
C -0.132 2.788 -2.259 -0.7030
Cl 0.864 3.761 -3.291 0.6360
C -1.353 3.277 -1.809 -0.7078
Cl -1.879 4.860 -2.275 0.6269
C -2.151 2.483 -0.993 -0.7009
Cl -3.684 3.088 -0.457 0.6306
```

Results
- total charge = -2
- M (g/mol) = 879.72
- HOMO-LUMO gap (eV) = 6.1
- multiplicity = 1


(3)
Formula: C90H219N17O23
Source: the Open Molecules 2025 dataset
Level of theory: ωB97M-V with the def2-TZVPD basis set

```
349
Properties=species:S:1:pos:R:3:lowdin_charge:R:1
C -4.631 -7.208 -1.928 -0.0252
C -5.433 -6.951 -0.691 -0.5246
C -4.626 -6.682 0.577 -0.1389
C -3.903 -5.391 0.580 -0.1890
C -4.914 -4.300 0.568 -0.1425
C -5.957 -4.399 -0.550 -0.5068
N -6.368 -5.798 -0.742 -0.0841
O -7.212 -5.792 -1.911 -0.0232
C -7.206 -3.656 -0.124 -0.0229
C -5.343 -3.815 -1.828 -0.0258
C -6.327 -8.169 -0.459 -0.0306
H -3.861 -6.522 -2.225 0.0653
H -5.324 -7.314 -2.684 0.0565
H -4.012 -8.109 -1.792 0.0923
H -5.421 -6.821 1.309 0.1290
H -4.031 -7.598 0.628 0.1113
H -3.210 -5.359 -0.312 0.1168
H -3.227 -5.375 1.431 0.1043
H -4.408 -3.324 0.371 0.1104
H -5.414 -4.364 1.573 0.1387
H -7.699 -4.272 0.662 0.1070
H -6.985 -2.687 0.387 0.0833
H -7.947 -3.399 -0.882 0.0584
H -4.290 -4.093 -1.955 0.0691
H -6.014 -4.155 -2.632 0.0854
H -5.399 -2.748 -1.969 0.0617
H -6.808 -8.493 -1.395 0.0853
H -7.170 -7.882 0.203 0.0947
H -5.759 -9.016 -0.028 0.1011
H -7.997 -6.147 -1.518 0.0911
C 4.762 2.552 -1.076 -0.0230
C 5.127 2.692 -2.552 -0.5132
C 4.354 1.702 -3.332 -0.1566
C 4.551 1.848 -4.828 -0.1726
C 4.089 3.200 -5.216 -0.1280
C 4.735 4.372 -4.386 -0.5150
N 4.643 3.988 -2.996 -0.1201
O 5.059 5.019 -2.145 0.0045
C 6.189 4.738 -4.768 -0.0252
C 4.003 5.624 -4.699 -0.0500
C 6.645 2.392 -2.710 0.0047
H 3.735 2.945 -0.902 0.0759
H 5.384 3.143 -0.427 0.0647
H 4.765 1.530 -0.763 0.0742
H 4.661 0.755 -2.863 0.1136
H 3.288 1.773 -3.116 0.1182
H 3.875 1.127 -5.357 0.1115
H 5.601 1.772 -5.148 0.1130
H 2.991 3.260 -5.070 0.1091
H 4.226 3.476 -6.252 0.1225
H 6.234 5.166 -5.814 0.1168
H 6.584 5.354 -3.985 0.0674
H 6.752 3.781 -4.738 0.0631
H 4.487 6.558 -4.328 0.1108
H 3.887 5.755 -5.753 0.0825
H 2.946 5.557 -4.437 0.0633
H 7.080 1.969 -1.790 0.0782
H 7.227 3.261 -3.125 0.0784
H 6.757 1.663 -3.492 0.0637
H 6.018 4.993 -2.249 0.0826
C -2.243 -0.910 0.897 -0.0047
C -1.504 -1.111 -0.473 -0.4369
C -2.178 -0.245 -1.588 -0.1492
C -1.971 1.206 -1.341 -0.2052
C -0.492 1.511 -1.438 -0.0937
C 0.312 0.690 -0.320 -0.4426
N -0.079 -0.701 -0.439 -0.0742
O 0.571 -1.477 0.566 -0.0403
C 1.790 0.726 -0.737 -0.0357
C 0.083 1.443 1.080 0.0052
C -1.649 -2.541 -1.022 -0.0113
H -1.576 -1.124 1.780 0.0883
H -3.132 -1.489 0.991 0.0402
H -2.493 0.193 0.955 0.0718
H -1.849 -0.518 -2.590 0.1115
H -3.276 -0.445 -1.494 0.1089
H -2.389 1.546 -0.363 0.1046
H -2.499 1.718 -2.119 0.0726
H -0.186 2.568 -1.239 0.1068
H -0.072 1.193 -2.436 0.1214
H 2.068 1.756 -1.047 0.0582
H 2.496 0.322 0.012 0.0775
H 1.969 0.073 -1.593 0.0665
H -1.020 1.532 1.278 0.0621
H 0.570 0.857 1.848 0.0304
H 0.543 2.454 1.073 0.0792
H -1.405 -3.292 -0.251 0.0639
H -1.001 -2.699 -1.855 0.0693
H -2.725 -2.703 -1.302 0.0700
H 1.086 -2.162 0.108 0.0709
C 2.363 -6.471 -3.094 -0.0193
C 2.770 -5.158 -3.813 -0.4798
C 1.519 -4.323 -4.135 -0.1404
C 1.803 -2.903 -4.456 -0.1780
C 2.736 -2.338 -3.376 -0.1231
C 4.047 -3.059 -3.084 -0.5120
N 3.619 -4.484 -2.774 -0.1199
O 4.709 -5.295 -2.519 -0.0290
C 5.075 -2.931 -4.184 -0.0261
C 4.639 -2.530 -1.781 -0.0176
C 3.592 -5.598 -5.062 -0.0168
H 2.049 -6.259 -2.084 0.0541
H 3.257 -7.067 -2.964 0.0810
H 1.558 -6.989 -3.654 0.1033
H 0.979 -4.885 -4.896 0.1240
H 0.932 -4.361 -3.194 0.1236
H 0.875 -2.276 -4.519 0.1084
H 2.214 -2.721 -5.444 0.1028
H 2.132 -2.294 -2.481 0.1053
H 3.083 -1.319 -3.689 0.1277
H 5.606 -1.933 -4.071 0.1116
H 5.910 -3.678 -4.151 0.0989
H 4.634 -2.981 -5.160 0.0590
H 4.533 -1.420 -1.865 0.0796
H 4.049 -2.789 -0.921 0.0603
H 5.728 -2.789 -1.679 0.1089
H 4.480 -6.075 -4.676 0.0685
H 3.879 -4.810 -5.823 0.0929
H 2.944 -6.348 -5.517 0.0866
H 5.262 -5.165 -3.288 0.0561
C -7.010 4.129 -1.325 -0.0269
C -7.301 3.358 0.010 -0.4311
C -8.780 2.812 -0.001 -0.1263
C -8.928 1.552 -0.825 -0.1703
C -7.914 0.462 -0.386 -0.1192
C -6.478 0.922 -0.487 -0.4863
N -6.337 2.163 0.290 -0.0858
O -5.020 2.616 0.106 -0.0656
C -5.540 -0.065 0.189 -0.0204
C -6.030 0.993 -1.990 -0.0075
C -6.952 4.353 1.134 -0.0305
H -6.046 4.637 -1.346 0.0835
H -7.837 4.846 -1.356 0.0844
H -7.252 3.524 -2.207 0.0668
H -9.099 2.621 1.054 0.1265
H -9.398 3.624 -0.476 0.1285
H -8.879 1.833 -1.877 0.0966
H -9.949 1.115 -0.754 0.1235
H -8.024 -0.478 -0.888 0.0891
H -8.158 0.208 0.615 0.1061
H -5.757 -1.098 -0.184 0.0811
H -4.506 0.136 -0.035 0.0383
H -5.685 -0.079 1.285 0.0934
H -6.244 0.048 -2.432 0.0559
H -6.535 1.729 -2.617 0.0622
H -4.938 1.155 -2.083 0.0777
H -7.583 5.191 0.991 0.0736
H -5.903 4.628 1.020 0.0756
H -7.060 3.927 2.122 0.0656
H -4.949 2.761 -0.831 0.0512
C 5.968 1.518 3.422 -0.0329
C 7.384 0.892 3.630 -0.5172
C 7.477 -0.409 2.876 -0.1090
C 7.752 -0.140 1.326 -0.1593
C 8.969 0.714 1.141 -0.1562
C 8.876 2.009 1.924 -0.5175
N 8.581 1.647 3.400 -0.0587
O 8.386 2.910 4.024 -0.0525
C 10.170 2.733 2.096 -0.0479
C 7.848 2.874 1.262 -0.0513
C 7.369 0.571 5.163 -0.0325
H 5.879 2.608 3.213 0.0740
H 5.352 1.401 4.333 0.0628
H 5.422 0.957 2.633 0.0773
H 8.314 -0.982 3.208 0.1102
H 6.558 -1.008 3.016 0.0967
H 6.872 0.369 0.882 0.0950
H 7.954 -1.141 0.896 0.1160
H 9.031 1.000 0.062 0.1312
H 9.827 0.109 1.404 0.1206
H 10.747 2.063 2.795 0.1106
H 10.747 2.832 1.180 0.0832
H 9.997 3.754 2.512 0.0945
H 8.173 3.292 0.326 0.0853
H 6.931 2.354 1.052 0.0413
H 7.556 3.739 1.869 0.0918
H 6.464 -0.056 5.351 0.0742
H 7.205 1.451 5.750 0.0669
H 8.214 0.034 5.644 0.0931
H 9.124 3.221 4.544 0.1018
C 4.200 -1.753 3.650 -0.0227
C 2.744 -1.422 4.046 -0.5124
C 1.877 -2.655 3.841 -0.1480
C 2.201 -3.698 4.846 -0.2001
C 1.925 -3.203 6.233 -0.1205
C 2.702 -1.880 6.521 -0.4655
N 2.451 -0.949 5.379 -0.0725
O 3.240 0.220 5.597 -0.0508
C 2.112 -1.193 7.774 -0.0374
C 4.225 -2.080 6.807 -0.0206
C 2.343 -0.258 3.157 -0.0311
H 4.305 -2.131 2.633 0.0881
H 4.650 -2.555 4.164 0.0416
H 4.763 -0.827 3.879 0.0593
H 0.821 -2.359 3.924 0.1156
H 1.993 -2.975 2.786 0.1125
H 3.272 -3.999 4.756 0.1209
H 1.664 -4.596 4.586 0.1014
H 2.205 -3.966 6.998 0.1315
H 0.828 -3.056 6.316 0.1237
H 1.890 -1.845 8.582 0.0647
H 2.840 -0.489 8.178 0.0746
H 1.156 -0.664 7.534 0.0964
H 4.642 -1.103 7.020 0.0705
H 4.253 -2.759 7.661 0.0824
H 4.792 -2.679 6.052 0.0769
H 2.283 -0.612 2.100 0.0821
H 3.109 0.498 3.233 0.0593
H 1.373 0.156 3.455 0.0718
H 2.624 0.961 5.706 0.0846
C 0.033 4.771 -5.344 -0.6011
O 0.483 5.884 -5.065 0.0066
N -0.779 4.470 -6.482 0.1138
N 0.281 3.627 -4.580 0.1744
H -0.736 5.153 -7.283 0.1131
H -0.999 3.519 -6.801 0.0714
H -0.096 2.769 -4.902 0.0249
H 0.580 3.751 -3.605 0.0733
C -1.693 -8.816 0.237 -0.6793
O -2.316 -9.726 -0.268 0.0184
N -1.346 -8.815 1.563 0.1572
N -1.303 -7.642 -0.417 0.1614
H -1.030 -7.999 2.059 0.0415
H -1.748 -9.564 2.112 0.1048
H -1.170 -6.847 0.205 0.0675
H -1.853 -7.414 -1.211 0.0584
C -0.828 -5.109 2.888 -0.7014
O -0.569 -6.183 2.410 0.0102
N -0.712 -3.950 2.170 0.2054
N -1.345 -4.951 4.102 0.2046
H -0.286 -4.147 1.281 0.0597
H -1.001 -2.999 2.399 0.0816
H -1.479 -4.044 4.499 0.0476
H -1.143 -5.660 4.748 0.0995
C -5.413 1.560 4.026 -0.5701
O -5.132 1.137 5.164 -0.0091
N -4.439 2.142 3.139 0.1849
N -6.697 1.668 3.572 0.1583
H -4.780 2.500 2.223 0.0709
H -3.476 1.899 3.265 0.0563
H -6.940 1.603 2.566 0.0821
H -7.374 1.257 4.174 0.0926
C 2.188 4.964 2.443 -0.6807
O 0.958 4.830 2.718 -0.0229
N 2.663 6.204 2.329 0.1715
N 3.058 4.016 2.222 0.2019
H 1.932 6.887 2.140 0.0632
H 3.514 6.440 1.784 0.1304
H 2.780 3.088 2.461 0.0969
H 3.935 4.182 2.686 0.1041
C -0.558 8.272 4.047 -0.0828
C -0.077 8.866 2.737 -0.2938
O 0.499 7.913 1.856 -0.1232
H 0.251 7.710 4.539 0.0749
H -1.393 7.573 3.915 0.0757
H -0.844 9.015 4.768 0.0601
H 0.711 9.648 2.833 0.1236
H -0.975 9.254 2.248 0.1109
H -0.271 7.417 1.557 0.0454
C -0.823 2.061 4.738 -0.0679
C -2.060 1.618 5.469 -0.2882
O -2.683 0.469 4.867 -0.1307
H -0.629 3.132 4.961 0.0901
H -1.060 2.056 3.682 0.0514
H 0.001 1.372 4.945 0.0645
H -2.787 2.415 5.312 0.1013
H -1.806 1.468 6.516 0.1164
H -3.546 0.358 5.272 0.0262
C 3.501 -4.945 1.071 -0.0482
C 2.103 -5.218 0.526 -0.2998
O 1.663 -4.150 -0.281 -0.0997
H 3.838 -5.674 1.817 0.0901
H 3.543 -3.991 1.528 0.0333
H 4.056 -5.044 0.154 0.0588
H 1.396 -5.406 1.318 0.0757
H 2.140 -6.158 -0.048 0.1097
H 2.264 -4.087 -1.038 0.0403
C 1.210 6.409 -1.878 -0.0625
C 1.578 5.172 -1.094 -0.2865
O 1.653 4.016 -1.939 -0.1220
H 0.276 6.373 -2.401 0.0583
H 1.973 6.552 -2.609 0.0509
H 1.212 7.273 -1.183 0.0899
H 0.809 5.029 -0.348 0.0831
H 2.491 5.333 -0.513 0.1031
H 2.506 4.080 -2.403 0.0561
C 1.173 0.536 -6.580 -0.0656
C 0.019 0.354 -5.637 -0.3639
O -0.980 1.302 -5.808 -0.1052
H 1.758 1.418 -6.252 0.0694
H 0.827 0.645 -7.606 0.0813
H 1.789 -0.335 -6.714 0.0628
H 0.479 0.412 -4.656 0.0985
H -0.355 -0.664 -5.763 0.0856
H -1.791 1.136 -5.225 0.0981
C -2.650 -3.421 -5.243 -0.0571
C -2.857 -1.877 -5.136 -0.2353
O -3.789 -1.560 -4.053 -0.1193
H -3.614 -3.921 -5.224 0.0716
H -2.128 -3.792 -4.400 0.0408
H -2.011 -3.616 -6.163 0.1018
H -3.275 -1.458 -6.074 0.1348
H -1.902 -1.482 -4.919 0.0525
H -3.725 -2.145 -3.296 0.0434
C -4.016 3.496 -3.969 -0.0446
C -4.434 2.160 -4.637 -0.2476
O -3.469 1.160 -4.226 -0.1356
H -4.873 4.141 -4.172 0.0780
H -3.104 3.855 -4.452 0.0694
H -3.804 3.414 -2.905 0.0396
H -4.309 2.264 -5.724 0.1135
H -5.436 1.788 -4.457 0.0768
H -3.765 0.241 -4.155 0.0349
C -4.270 -2.144 3.661 -0.0522
C -3.451 -2.437 4.965 -0.2589
O -2.044 -2.324 4.720 -0.1405
H -5.348 -2.163 3.862 0.0823
H -3.971 -2.884 2.911 0.0504
H -3.952 -1.184 3.254 0.0463
H -3.570 -3.485 5.276 0.1095
H -3.709 -1.823 5.802 0.0957
H -1.775 -1.395 4.770 0.0699
C 2.750 3.749 6.100 -0.0756
C 3.322 5.131 6.493 -0.3185
O 4.543 5.101 7.180 -0.0558
H 2.565 3.165 6.996 0.0731
H 3.410 3.155 5.497 0.0488
H 1.798 3.855 5.606 0.0575
H 2.498 5.668 6.937 0.1068
H 3.518 5.539 5.504 0.0957
H 4.983 5.938 6.997 0.0860
C -2.159 5.078 -0.566 -0.0576
C -2.024 4.846 0.937 -0.2790
O -1.214 5.839 1.561 -0.1249
H -2.732 6.004 -0.777 0.0893
H -2.690 4.232 -1.018 0.0483
H -1.202 5.178 -1.059 0.0446
H -1.457 3.905 0.975 0.0933
H -2.985 4.705 1.414 0.0996
H -0.519 5.317 2.063 0.0486
C -7.618 -0.387 -4.587 -0.0717
C -8.053 -1.778 -4.162 -0.3134
O -8.231 -1.890 -2.772 -0.1008
H -7.879 -0.345 -5.658 0.0902
H -6.611 -0.171 -4.335 0.0233
H -8.274 0.348 -4.084 0.0846
H -7.312 -2.508 -4.521 0.1167
H -9.008 -2.027 -4.587 0.1022
H -7.990 -2.801 -2.472 0.0622
```

Results
- M (g/mol) = 1907.84
- HOMO-LUMO gap (eV) = 8.7
- multiplicity = 1